{
  "formula": "C5H13NO2S",
  "method": "ωB97M-V/def2-TZVPD",
  "elements": ["C", "S", "C", "C", "C", "N", "C", "O", "H", "H", "H", "H", "H", "H", "H", "H", "H", "H", "H", "O", "H", "H"],
  "xyz": [[1.99, -1.91, 0.64], [2.49, -0.24, 0.01], [1.44, 0.18, -1.41], [0.38, 1.33, -1.17], [-0.79, 0.84, -0.38], [-2.24, 1.10, -0.65], [-0.50, 1.31, 0.98], [0.44, 2.06, 1.15], [2.36, -2.26, 1.48], [2.57, -2.72, 0.16], [1.04, -2.27, 0.47], [2.19, 0.52, -2.20], [0.83, -0.71, -1.80], [0.76, 2.19, -0.59], [-0.17, 1.71, -2.15], [-0.79, -0.42, -0.35], [-2.54, 1.11, -1.54], [-2.44, 1.99, -0.18], [-1.01, 1.05, 1.80], [-1.81, -1.35, 1.98], [-1.87, -2.01, 2.70], [-2.33, -1.51, 1.05]],
  "e_tot_ha": -801.5882,
  "smiles": "CSCC[C@H](N)C=O.O",
  "gap_ev": 8.7
}